10 unconnected molecules or ions with the total composition C29H52Cl8O18, computed with ωB97M-V/def2-TZVPD.

Output
HOMO-LUMO gap (alpha / beta), eV: 10.171 / 2.236
Multiplicity: 2
Total charge: +1

Last columns: bonded neighbours and bond lengths (Å).
Geometry (Å):
1 Cl -3.935 -0.164 2.822  C2 1.757
2 C -5.287 0.876 2.403  Cl1 1.757, C3 1.486, H5 1.090, H6 1.090
3 C -6.279 0.819 3.509  C2 1.486, Cl4 1.775, H7 1.090, H8 1.090
4 Cl -5.864 1.957 4.807  C3 1.775
5 H -5.625 0.332 1.521  C2 1.090
6 H -4.898 1.866 2.166  C2 1.090
7 H -6.272 -0.123 4.057  C3 1.090
8 H -7.305 1.036 3.214  C3 1.090
9 Cl -0.224 5.501 2.384  C10 1.831
10 C -1.216 4.254 1.482  Cl9 1.831, C11 1.566, H13 1.090, H14 1.090
11 C -2.120 3.500 2.514  C10 1.566, Cl12 1.736, H15 1.090, H16 1.090
12 Cl -1.065 2.576 3.537  C11 1.736
13 H -0.636 3.555 0.880  C10 1.090
14 H -1.943 4.724 0.819  C10 1.090
15 H -2.772 2.784 2.013  C11 1.090
16 H -2.585 4.257 3.145  C11 1.090
17 Cl 5.096 4.900 1.960  C18 1.806
18 C 4.467 5.433 0.353  Cl17 1.806, C19 1.539, H21 1.090, H22 1.090
19 C 2.954 5.152 0.345  C18 1.539, Cl20 1.824, H23 1.090, H24 1.090
20 Cl 2.550 3.405 0.011  C19 1.824
21 H 5.027 4.929 -0.435  C18 1.090
22 H 4.598 6.512 0.265  C18 1.090
23 H 2.482 5.702 -0.469  C19 1.090
24 H 2.455 5.461 1.263  C19 1.090
25 Cl 4.579 -1.002 -6.034  C26 1.750
26 C 3.408 -1.026 -4.733  Cl25 1.750, C27 1.575, H29 1.090, H30 1.090
27 C 1.918 -1.019 -5.242  C26 1.575, Cl28 1.809, H31 1.090, H32 1.090
28 Cl 0.836 -1.056 -3.793  C27 1.809
29 H 3.542 -0.092 -4.188  C26 1.090
30 H 3.675 -1.946 -4.212  C26 1.090
31 H 1.845 -1.941 -5.819  C27 1.090
32 H 1.617 -0.192 -5.885  C27 1.090
33 C -0.177 0.960 0.620  C34 1.529, O38 1.400, H39 1.090, H40 1.090
34 C -0.083 -0.137 -0.441  C33 1.529, O35 1.402, H41 1.090, H42 1.090
35 O -1.404 -0.577 -0.604  C34 1.402, C36 1.263
36 C -2.233 0.255 -0.140  O35 1.263, O37 1.239, O38 1.427
37 O -3.463 0.242 -0.286  C36 1.239
38 O -1.530 1.306 0.520  C33 1.400, C36 1.427
39 H 0.533 1.754 0.393  C33 1.090
40 H 0.128 0.585 1.597  C33 1.090
41 H 0.490 -0.921 0.053  C34 1.090
42 H 0.332 0.286 -1.356  C34 1.090
43 C 2.090 0.520 4.031  C44 1.556, O48 1.441, H49 1.090, H50 1.090
44 C 2.845 1.603 3.208  C43 1.556, O45 1.450, H51 1.090, H52 1.090
45 O 3.176 2.590 4.217  C44 1.450, C46 1.341
46 C 2.733 2.291 5.447  O45 1.341, O47 1.184, O48 1.329
47 O 2.961 2.932 6.417  C46 1.184
48 O 2.109 1.122 5.340  C43 1.441, C46 1.329
49 H 2.503 -0.488 4.085  C43 1.090
50 H 1.067 0.510 3.655  C43 1.090
51 H 2.167 1.920 2.415  C44 1.090
52 H 3.798 1.279 2.790  C44 1.090
53 C 6.241 -0.804 1.469  C54 1.498, O58 1.385, H59 1.090, H60 1.090
54 C 6.143 -1.699 0.272  C53 1.498, O55 1.399, H61 1.090, H62 1.090
55 O 4.853 -1.525 -0.241  C54 1.399, C56 1.314
56 C 4.184 -0.702 0.534  O55 1.314, O57 1.191, O58 1.333
57 O 3.078 -0.319 0.310  C56 1.191
58 O 4.900 -0.501 1.640  C53 1.385, C56 1.333
59 H 6.816 0.043 1.095  C53 1.090
60 H 6.677 -1.324 2.322  C53 1.090
61 H 6.169 -2.711 0.674  C54 1.090
62 H 6.910 -1.540 -0.485  C54 1.090
63 C -1.630 -3.526 1.043  C64 1.511, H70 1.090, H71 1.090, H72 1.090
64 C -1.383 -3.985 2.462  C63 1.511, O65 1.455, H73 1.090, H74 1.090
65 O -1.891 -3.133 3.525  C64 1.455, C66 1.331
66 C -1.245 -2.109 4.078  O65 1.331, O67 1.203, O68 1.361
67 O -0.298 -1.514 3.635  C66 1.203
68 O -1.809 -1.802 5.278  C66 1.361, C69 1.445
69 C -1.357 -0.659 6.037  O68 1.445, H75 1.090, H76 1.090, H77 1.090
70 H -0.858 -2.823 0.730  C63 1.090
71 H -2.544 -2.938 0.966  C63 1.090
72 H -1.816 -4.382 0.394  C63 1.090
73 H -0.325 -4.178 2.640  C64 1.090
74 H -1.982 -4.892 2.542  C64 1.090
75 H -1.426 -1.015 7.065  C69 1.090
76 H -1.999 0.216 5.939  C69 1.090
77 H -0.347 -0.286 5.866  C69 1.090
78 C 1.315 -5.505 -5.887  C79 1.512, H85 1.090, H86 1.090, H87 1.090
79 C 2.711 -5.642 -5.320  C78 1.512, O80 1.476, H88 1.090, H89 1.090
80 O 2.878 -4.588 -4.301  C79 1.476, C81 1.331
81 C 2.433 -4.827 -3.070  O80 1.331, O82 1.224, O83 1.367
82 O 2.096 -5.914 -2.622  C81 1.224
83 O 2.590 -3.675 -2.350  C81 1.367, C84 1.412
84 C 2.147 -3.631 -1.010  O83 1.412, H90 1.090, H91 1.090, H92 1.090
85 H 1.031 -6.188 -6.687  C78 1.090
86 H 1.146 -4.505 -6.286  C78 1.090
87 H 0.522 -5.667 -5.157  C78 1.090
88 H 3.394 -5.459 -6.150  C79 1.090
89 H 3.012 -6.660 -5.073  C79 1.090
90 H 2.690 -4.325 -0.369  C84 1.090
91 H 1.089 -3.889 -0.958  C84 1.090
92 H 2.387 -2.724 -0.456  C84 1.090
93 C -4.524 3.243 -0.917  C94 1.572, H100 1.090, H101 1.090, H102 1.090
94 C -5.216 2.451 -2.085  C93 1.572, O95 1.433, H103 1.090, H104 1.090
95 O -4.694 2.953 -3.322  C94 1.433, C96 1.309
96 C -4.792 2.475 -4.536  O95 1.309, O97 1.250, O98 1.372
97 O -4.195 2.989 -5.506  C96 1.250
98 O -5.677 1.426 -4.556  C96 1.372, C99 1.425
99 C -5.921 0.731 -5.776  O98 1.425, H105 1.090, H106 1.090, H107 1.090
100 H -4.734 4.309 -0.998  C93 1.090
101 H -3.465 3.008 -0.810  C93 1.090
102 H -4.859 2.982 0.087  C93 1.090
103 H -6.292 2.623 -2.054  C94 1.090
104 H -5.053 1.377 -1.992  C94 1.090
105 H -6.411 1.433 -6.450  C99 1.090
106 H -6.704 0.005 -5.558  C99 1.090
107 H -5.032 0.302 -6.238  C99 1.090

***

3 unconnected molecules or ions with the total composition C29H52N4O3, computed with ωB97M-V/def2-TZVPD.

Output
HOMO-LUMO gap, eV: 7.351
Multiplicity: 1
Total charge: 0

Last columns: bonded neighbours and bond lengths (Å).
Geometry (Å):
1 C 2.569 -0.535 4.210  O2 1.410, H23 1.089, H24 1.094, H25 1.091
2 O 1.687 -1.635 4.182  C1 1.410, C3 1.410
3 C 0.701 -1.658 5.191  O2 1.410, C4 1.508, H26 1.092, H27 1.095
4 C -0.709 -1.555 4.666  C3 1.508, C5 1.362, C22 1.412
5 C -1.633 -2.461 5.092  C4 1.362, C6 1.409, H28 1.082
6 C -2.961 -2.451 4.619  C5 1.409, C7 1.359, H29 1.081
7 C -3.350 -1.532 3.697  C6 1.359, C8 1.405, H30 1.081
8 C -2.432 -0.568 3.247  C7 1.405, N9 1.361, C22 1.413
9 N -2.844 0.362 2.342  C8 1.361, C10 1.297
10 C -1.960 1.232 1.962  N9 1.297, C11 1.427, H31 1.085
11 C -0.626 1.263 2.466  C10 1.427, C12 1.506, N21 1.302
12 C 0.367 2.286 1.984  C11 1.506, C13 1.528, H32 1.089, H33 1.094
13 C 0.261 2.662 0.507  C12 1.528, C14 1.542, H34 1.092, H35 1.093
14 C 0.200 1.482 -0.485  C13 1.542, C15 1.540, H36 1.090, H37 1.092
15 C 1.122 0.289 -0.171  C14 1.540, C16 1.518, H38 1.090, H39 1.088
16 C 0.370 -0.975 0.207  C15 1.518, O17 1.438, H40 1.093, H41 1.091
17 O 1.233 -2.099 -0.036  C16 1.438, C18 1.373
18 C 0.758 -3.282 0.474  O17 1.373, C19 1.506, O20 1.203
19 C 0.967 -3.466 1.953  C18 1.506, H42 1.087, H43 1.090, H44 1.085
20 O 0.291 -4.122 -0.251  C18 1.203
21 N -0.229 0.398 3.356  C11 1.302, C22 1.361
22 C -1.112 -0.560 3.748  C4 1.412, C8 1.413, N21 1.361
23 H 2.975 -0.411 3.208  C1 1.089
24 H 3.391 -0.711 4.909  C1 1.094
25 H 2.053 0.389 4.472  C1 1.091
26 H 0.789 -2.620 5.701  C3 1.092
27 H 0.882 -0.880 5.940  C3 1.095
28 H -1.328 -3.231 5.788  C5 1.082
29 H -3.668 -3.192 4.964  C6 1.081
30 H -4.357 -1.525 3.305  C7 1.081
31 H -2.275 1.985 1.247  C10 1.085
32 H 1.357 1.888 2.200  C12 1.089
33 H 0.260 3.174 2.614  C12 1.094
34 H -0.585 3.333 0.345  C13 1.092
35 H 1.145 3.258 0.266  C13 1.093
36 H 0.463 1.878 -1.466  C14 1.090
37 H -0.834 1.146 -0.584  C14 1.092
38 H 1.700 0.041 -1.061  C15 1.090
39 H 1.835 0.530 0.615  C15 1.088
40 H -0.537 -1.092 -0.391  C16 1.093
41 H 0.086 -0.975 1.260  C16 1.091
42 H 0.958 -2.522 2.493  C19 1.087
43 H 1.958 -3.899 2.090  C19 1.090
44 H 0.217 -4.142 2.352  C19 1.085
45 C 1.630 6.162 1.799  C46 1.520, H52 1.091, H53 1.091, H54 1.091
46 C 1.553 7.535 1.151  C45 1.520, N47 1.451, H55 1.093, H56 1.102
47 N 1.360 7.466 -0.286  C46 1.451, C48 1.452, C50 1.453
48 C 1.577 8.732 -0.963  N47 1.452, C49 1.533, H57 1.093, H58 1.094
49 C 0.624 9.892 -0.651  C48 1.533, H59 1.089, H60 1.092, H61 1.091
50 C 0.216 6.688 -0.729  N47 1.453, C51 1.535, H62 1.093, H63 1.093
51 C -1.170 7.079 -0.200  C50 1.535, H64 1.091, H65 1.092, H66 1.089
52 H 2.385 5.546 1.308  C45 1.091
53 H 1.898 6.259 2.852  C45 1.091
54 H 0.674 5.637 1.753  C45 1.091
55 H 2.497 8.059 1.325  C46 1.093
56 H 0.776 8.124 1.662  C46 1.102
57 H 1.566 8.541 -2.040  C48 1.093
58 H 2.597 9.051 -0.728  C48 1.094
59 H -0.361 9.745 -1.094  C49 1.089
60 H 1.029 10.818 -1.061  C49 1.092
61 H 0.498 10.037 0.423  C49 1.091
62 H 0.398 5.643 -0.466  C50 1.093
63 H 0.207 6.712 -1.822  C50 1.093
64 H -1.161 7.241 0.879  C51 1.091
65 H -1.880 6.275 -0.403  C51 1.092
66 H -1.556 7.980 -0.674  C51 1.089
67 C -0.453 -5.529 -7.027  C68 1.522, H74 1.091, H75 1.091, H76 1.091
68 C -0.156 -5.555 -5.535  C67 1.522, N69 1.450, H77 1.093, H78 1.102
69 N -1.262 -6.060 -4.744  C68 1.450, C70 1.455, C72 1.452
70 C -1.118 -5.807 -3.318  N69 1.455, C71 1.531, H79 1.094, H80 1.094
71 C 0.038 -6.478 -2.571  C70 1.531, H81 1.091, H82 1.089, H83 1.091
72 C -1.745 -7.378 -5.114  N69 1.452, C73 1.535, H84 1.093, H85 1.093
73 C -0.742 -8.540 -5.110  C72 1.535, H86 1.091, H87 1.092, H88 1.089
74 H -1.380 -4.988 -7.226  C67 1.091
75 H 0.358 -5.026 -7.556  C67 1.091
76 H -0.544 -6.531 -7.447  C67 1.091
77 H 0.036 -4.532 -5.199  C68 1.093
78 H 0.780 -6.112 -5.369  C68 1.102
79 H -2.060 -6.077 -2.834  C70 1.094
80 H -1.019 -4.725 -3.192  C70 1.094
81 H -0.132 -7.546 -2.428  C71 1.091
82 H 0.135 -6.024 -1.586  C71 1.089
83 H 0.989 -6.348 -3.089  C71 1.091
84 H -2.183 -7.310 -6.113  C72 1.093
85 H -2.579 -7.619 -4.450  C72 1.093
86 H 0.188 -8.273 -5.614  C73 1.091
87 H -1.168 -9.394 -5.641  C73 1.092
88 H -0.496 -8.871 -4.102  C73 1.089

***

| no. | DFT total energy (eV) |
| --- | --- |
| 1 | -167939.6505 |
| 2 | -43018.4796 |